A 2-piece molecular cluster, C3H3ClO2 overall in a non-equilibrium geometry, computed with ωB97M-V/def2-TZVPD.

Structure (XYZ):
```
9
Properties=species:S:1:pos:R:3:nbo_charge:R:1
Cl -1.5531 -1.3267 -1.2572 -0.075
O 0.7439 -1.4530 -0.3447 -0.475
O -0.4258 1.6008 -1.3792 -0.460
C -0.2501 -2.0586 -0.3393 0.392
C 0.5713 1.5035 0.8258 -0.803
C 0.0669 1.4925 -0.3445 0.713
H 0.7420 2.6033 1.2173 0.275
H -0.5625 -2.9625 0.1759 0.163
H 0.6673 0.6006 1.4458 0.270
```

## Properties
E_HOMO   -0.33695 Ha
SMILES string   C=C=O.O=CCl
Kohn-Sham gap   9.71 eV
Max |F|   0.077 hartree/bohr